This record from the OMol25 dataset describes a molecular structure, C19H17AuN4O3 at a distorted geometry. The level of theory is ωB97M-V/def2-TZVPD.

The geometry in XYZ format:
```
44
C19H17AuN4O3 ωB97M-V/def2-TZVPD
Au -0.7479 -0.6964 -0.8846
O -1.7333 2.6368 3.5280
C -1.4327 3.4697 2.5435
C -1.3445 4.8279 2.8867
C -1.0843 5.7778 1.9317
C -0.8942 5.4139 0.5906
C -0.9506 4.0907 0.2309
C -1.2029 3.0902 1.1805
C -1.1854 1.7084 0.7151
O -0.9812 1.4569 -0.5113
N -1.4372 0.7284 1.6068
N -1.3029 -0.4843 1.1776
C -1.4105 -1.5869 1.8340
C -1.2875 -2.8309 1.1121
C -1.3408 -4.0717 1.7287
C -1.2505 -5.2157 0.9457
C -1.1225 -5.0925 -0.4290
C -1.0559 -3.8204 -0.9810
N -1.1293 -2.7318 -0.2259
H -1.8118 1.7279 3.2046
H -1.5045 5.0891 3.9237
H -1.0307 6.8198 2.2165
H -0.6966 6.1684 -0.1571
H -0.8002 3.7997 -0.7989
H -1.6129 -1.5794 2.9000
H -1.4553 -4.1372 2.8023
H -1.2867 -6.1936 1.4064
H -1.0632 -5.9588 -1.0718
H -0.9360 -3.6653 -2.0455
O -0.2872 -0.9417 -3.1249
C 1.0159 -0.4989 -3.5478
C 2.0177 -0.5774 -2.4241
C 3.3792 -0.5413 -2.6981
C 4.2744 -0.5697 -1.6447
C 3.7944 -0.6386 -0.3422
C 2.4277 -0.6734 -0.1524
N 1.5690 -0.6430 -1.1757
H -0.9443 -0.6458 -3.7685
H 0.9720 0.5348 -3.9007
H 1.3532 -1.1297 -4.3713
H 3.7198 -0.4885 -3.7244
H 5.3389 -0.5409 -1.8343
H 4.4621 -0.6650 0.5067
H 1.9992 -0.7213 0.8420
```

LUMO level (alpha / beta) ... -9.77 / -9.93 eV
HOMO-LUMO gap (alpha / beta) ... 3.837 / 3.673 eV
HOMO (alpha / beta) ... -13.602 / -13.606 eV
Net charge ... +2